(1)
{
  "formula": "C22H22N2O3",
  "method": "wB97M-V/def2-TZVPD",
  "species": ["O", "O", "O", "N", "N", "C", "C", "C", "C", "C", "C", "C", "C", "C", "C", "C", "C", "C", "C", "C", "C", "C", "C", "C", "C", "C", "C", "H", "H", "H", "H", "H", "H", "H", "H", "H", "H", "H", "H", "H", "H", "H", "H", "H", "H", "H", "H", "H", "H"],
  "xyz": [[-2.330944, 2.632395, -0.718730], [1.964917, 0.614999, -1.200593], [1.648078, -4.850684, -1.821200], [-1.053070, -0.002710, 1.272535], [0.325801, 0.423313, 1.695454], [-0.360016, 1.195024, -0.684593], [-0.803221, -2.192914, -1.531996], [2.151316, 4.980438, -1.766414], [-1.537454, -1.301003, 1.929160], [-3.225691, 0.419843, 2.374524], [1.730486, -2.811723, -0.490392], [1.070917, -1.644319, -0.125126], [-0.166175, -3.342454, -1.947945], [-0.186418, -1.311282, -0.625249], [-0.107892, 3.470966, -1.233678], [1.022701, -0.067069, 2.641550], [2.908055, -5.270150, -1.249236], [1.018870, 1.396780, -1.102425], [-3.008232, -1.085740, 2.251369], [1.103744, -3.677488, -1.411881], [0.903921, 5.609665, -1.557395], [2.272248, 3.591095, -1.691762], [1.131006, 2.855081, -1.396884], [-2.006640, 1.102960, 1.793657], [-0.245294, 4.856303, -1.298652], [-1.106725, 2.437500, -0.875986], [-0.962618, -0.069560, -0.184949], [-1.801375, -1.946445, -1.899177], [0.835552, 6.694443, -1.589666], [2.060917, 0.303913, 2.729325], [2.726083, -3.004798, -0.080542], [-1.225575, 5.302737, -1.129668], [-3.279190, -1.608886, 3.173874], [3.211829, 3.061313, -1.836102], [-1.377971, -2.142609, 1.254235], [-1.417167, 1.672187, 2.520416], [-0.923735, -1.425771, 2.817463], [3.105675, -6.214348, -1.757415], [1.591359, -1.007564, 0.576394], [3.034982, 5.582525, -1.975307], [3.703708, -4.541710, -1.459232], [-3.318841, 0.734004, 3.417331], [-0.611917, -4.006673, -2.685339], [-1.976352, -0.135205, -0.590980], [-2.313237, 1.751237, 0.970243], [-4.127305, 0.743347, 1.842358], [-3.632953, -1.497102, 1.449433], [0.757505, -0.847022, 3.373411], [2.826322, -5.426852, -0.164204]],
  "forces_ev_per_angstrom": [[0.7, 0.1, -0.1], [-0.1, 0.4, 0.1], [0.5, -0.2, 0.2], [0.5, -0.6, 3.6], [0.5, 0.1, 0.6], [-0.2, 1.2, -1.0], [0.2, 0.6, 0.4], [-0.5, 0.3, 0.1], [0.0, 0.4, -0.1], [-0.2, 0.2, 0.4], [-0.5, -0.4, -0.6], [0.2, -0.2, 0.0], [0.9, -0.5, 0.2], [-0.5, -0.4, 0.2], [0.6, 0.9, -0.2], [-0.9, 0.0, -0.3], [-0.7, 0.3, -0.4], [-0.7, -0.5, 0.3], [-0.3, -0.4, 0.0], [-0.1, 0.6, 0.3], [0.5, -0.3, -0.1], [-0.5, -0.3, 0.1], [0.3, 1.0, -0.3], [0.5, 0.2, -0.3], [0.1, -0.6, 0.0], [-0.2, -1.8, 0.5], [1.0, 0.3, -2.6], [0.3, -0.1, 0.0], [0.1, -0.2, 0.0], [-0.7, 0.1, -0.2], [-0.5, 0.0, -0.2], [0.3, 0.0, -0.1], [0.0, 0.0, -0.2], [-0.1, 0.2, 0.0], [0.2, 0.3, 0.1], [-0.2, -0.2, -0.2], [-0.2, -0.1, 0.0], [0.2, 0.1, 0.2], [-0.2, -0.1, -0.6], [-0.2, -0.1, 0.0], [-0.2, -0.2, 0.0], [-0.2, -0.2, -0.1], [0.1, 0.1, 0.2], [-0.2, -0.1, 0.4], [0.5, -0.1, -0.1], [0.2, -0.1, 0.2], [0.2, 0.1, 0.1], [-0.1, 0.1, -0.4], [-0.1, 0.1, -0.2]],
  "largest_force_ev_per_a": 3.681,
  "gap_ev": 6.861,
  "relative_energy_kcal_mol": 142.4
}


(2)
{
  "formula": "C20H18BNO4",
  "method": "wB97M-V/def2-TZVPD",
  "species": ["O", "O", "O", "O", "N", "C", "C", "C", "C", "C", "C", "C", "C", "C", "C", "C", "C", "C", "C", "C", "C", "C", "C", "C", "C", "B", "H", "H", "H", "H", "H", "H", "H", "H", "H", "H", "H", "H", "H", "H", "H", "H", "H", "H"],
  "xyz": [[0.142576, -1.690193, -1.867026], [1.183353, 0.947524, -2.880537], [-2.967221, 1.535049, 0.026347], [0.802167, 3.302740, -3.271407], [-1.336258, 0.953276, -1.469235], [-3.674111, -3.313395, -0.235299], [1.917168, -1.101896, 0.186090], [-2.316902, -3.062697, -0.367705], [5.070949, -0.140209, 2.019290], [4.242828, -0.676173, 1.043083], [-4.543977, -2.291627, -0.093079], [2.297821, -0.149607, 2.377952], [2.831644, -0.611217, 1.174379], [0.540861, -1.060503, 0.331771], [-0.357270, -1.551027, -0.757113], [-2.364271, 0.673061, -0.586410], [-1.836653, -1.768230, -0.477208], [4.509603, 0.362095, 3.213871], [-4.064123, -1.006238, -0.116638], [3.166890, 0.352312, 3.387101], [-0.673949, 2.230002, -1.485835], [0.049012, -0.595003, 1.543504], [-2.722038, -0.713118, -0.313198], [-1.641053, 3.419036, -1.697595], [0.882495, -0.154837, 2.507329], [0.472994, 2.130375, -2.594121], [0.979741, 0.085259, -2.482184], [-0.095034, 2.300350, -0.566360], [1.565883, 3.061686, -3.827373], [-1.110770, 4.381767, -1.710060], [-5.575161, -2.465335, 0.247769], [-2.396765, 3.477201, -0.930491], [5.168909, 0.648090, 4.030622], [-4.753017, -0.185454, -0.039631], [-1.023711, -0.504095, 1.616886], [4.661005, -1.224426, 0.225625], [2.727461, 0.649904, 4.342945], [-0.851094, 0.168701, -1.881037], [-1.591225, -3.841975, -0.426955], [0.455940, 0.244027, 3.413207], [-2.170856, 3.306217, -2.627640], [-4.015795, -4.343386, -0.209451], [6.129533, -0.282915, 1.964877], [2.282423, -1.495116, -0.739061]],
  "forces_ev_per_angstrom": [[-0.8, -0.4, 0.1], [-0.5, 1.3, 0.0], [0.0, 0.4, 0.1], [0.6, -1.7, 0.2], [-1.4, -1.2, 0.9], [1.1, -1.8, 0.1], [-0.1, 0.2, -0.1], [0.2, 0.3, -0.4], [-1.1, -1.0, -0.5], [0.5, 0.6, 0.8], [-1.4, 0.7, 1.2], [-0.5, 0.6, 0.2], [-0.3, -0.8, -0.6], [1.1, -0.6, 0.0], [0.9, 0.4, 0.1], [0.9, 1.4, 0.2], [0.6, -0.3, 0.1], [0.5, -0.1, 0.0], [-0.1, 0.8, -0.1], [-0.9, -0.2, 0.5], [0.4, 0.5, -1.0], [-1.0, 0.4, 0.0], [-0.3, -1.2, -1.4], [0.6, 0.2, 0.4], [0.3, 0.5, 1.0], [0.3, -0.1, -0.2], [0.0, 0.4, 0.0], [-0.1, 0.5, 0.6], [-0.3, 0.5, 0.0], [0.1, -0.4, -0.1], [0.4, 0.0, -0.7], [0.0, -0.1, 0.3], [-0.1, 0.2, -0.2], [-0.1, 0.3, 0.2], [-0.1, 0.0, 0.5], [0.2, 0.0, -0.6], [0.1, 0.0, -0.3], [-0.5, 0.4, -0.1], [0.2, -0.7, -0.1], [0.0, 0.1, 0.2], [-0.1, -0.1, -0.6], [0.0, 0.1, 0.1], [0.5, 0.1, -0.2], [0.4, -0.2, -0.4]],
  "largest_force_ev_per_a": 2.107,
  "gap_ev": 8.089,
  "relative_energy_kcal_mol": 5.3
}


(3)
{
  "formula": "H20NO13Zn",
  "method": "wB97M-V/def2-TZVPD",
  "species": ["Zn", "O", "O", "O", "O", "O", "O", "O", "O", "O", "O", "O", "O", "O", "N", "H", "H", "H", "H", "H", "H", "H", "H", "H", "H", "H", "H", "H", "H", "H", "H", "H", "H", "H", "H"],
  "xyz": [[0.283445, -2.384273, -1.668444], [1.028545, -0.840989, -2.971125], [1.990381, -2.058682, -0.677900], [-1.042474, 1.095042, -0.106105], [-1.199755, 2.762457, -2.250850], [1.974715, 0.507153, 3.318796], [-1.201009, -0.502800, 3.263577], [-3.779024, 0.677847, -1.585077], [0.427808, 0.028120, 1.026620], [1.745269, -2.584886, 2.505908], [-0.606346, -1.019398, -0.550504], [-1.486462, 3.060961, 2.145144], [1.448809, 2.489503, 0.792138], [-1.462906, -2.284908, -2.853281], [-0.456368, 0.019296, 0.142776], [-3.025379, 1.187892, -1.382529], [-3.446861, -0.199485, -1.548892], [0.674009, -0.863915, -3.886124], [-1.207496, -1.434454, 3.080304], [2.666306, 1.144624, 2.980825], [-1.449329, 2.423932, 1.473433], [2.209037, -3.327631, 2.025787], [-0.529227, -0.172171, 2.648403], [2.077456, -1.752994, 2.151270], [0.870042, 1.725939, 0.733594], [-2.088817, -2.977198, -3.072708], [-1.620942, -1.503914, -3.409178], [2.844815, -2.446074, -0.968376], [1.420569, 0.433622, 2.573741], [1.958645, -0.812740, -3.174406], [-2.216901, 3.668815, 1.957754], [2.309533, -1.427374, -0.034793], [2.208620, 2.227492, 1.278652], [-0.310993, 2.927855, -2.452054], [-1.007717, 2.213334, -1.506377]],
  "forces_ev_per_angstrom": [[-0.8, 2.2, 0.3], [-0.9, -0.8, -1.2], [1.8, -1.5, -1.0], [0.1, -2.8, 0.2], [-1.3, -0.3, -0.2], [2.6, 1.0, 0.3], [0.1, 0.6, -0.4], [-1.5, -0.1, -0.6], [-0.7, -1.2, -0.9], [0.5, -1.4, -1.1], [-1.3, -0.5, -0.6], [-0.2, 1.7, 1.7], [-0.5, 0.8, -1.2], [1.0, -0.2, 0.3], [1.5, 2.9, 0.6], [1.3, 1.3, 0.4], [0.2, -1.3, 0.2], [-0.2, 0.3, 0.6], [0.0, -0.8, 0.1], [-1.0, -1.0, 1.0], [-0.2, -1.1, -1.5], [-0.6, 1.3, 0.9], [-0.4, 0.0, 0.6], [0.1, 0.0, 0.4], [0.2, 0.3, 0.4], [-0.4, -0.2, -0.2], [-0.2, -0.2, 0.3], [-0.6, -0.1, 0.0], [-1.3, 0.0, -1.0], [1.1, 0.2, 0.3], [0.3, -0.4, -0.1], [-0.9, 0.9, 0.8], [0.8, -0.2, 0.6], [2.0, 1.2, -1.2], [-0.6, -0.6, 1.1]],
  "largest_force_ev_per_a": 3.324,
  "gap_ev": 5.507,
  "total_charge": 1,
  "relative_energy_kcal_mol": 70.7
}


(4)
{
  "formula": "C3H7NO",
  "method": "wB97M-V/def2-TZVPD",
  "species": ["O", "N", "C", "C", "C", "H", "H", "H", "H", "H", "H", "H"],
  "xyz": [[2.112922, 0.753721, -0.150118], [-0.798982, 1.105059, 0.056720], [-0.185011, -0.035438, -0.578194], [-1.329547, -0.218463, 0.353468], [1.281228, -0.244934, -0.235935], [1.645400, -1.213700, -0.645858], [-1.375138, 1.625119, -0.595534], [-2.292498, -0.515276, -0.061772], [1.464304, 0.180977, 0.966622], [-1.152162, -0.561272, 1.372977], [-0.378845, -0.248388, -1.629584], [1.008334, -0.627410, 1.147208]],
  "forces_ev_per_angstrom": [[0.1, 0.2, -0.8], [-0.1, 0.2, -0.1], [0.1, 0.0, -0.3], [-0.1, -0.2, 0.1], [-0.2, -0.1, -0.4], [0.0, 0.1, 0.5], [0.0, 0.0, 0.1], [0.2, 0.0, 0.0], [0.0, -0.4, 0.8], [0.0, 0.1, -0.2], [0.0, 0.2, 0.1], [0.1, 0.0, 0.2]],
  "largest_force_ev_per_a": 0.912,
  "gap_ev": 10.319,
  "relative_energy_kcal_mol": 143.9
}


| no. | highest occupied orbital energy (eV) |
| --- | --- |
| 1 | -6.87 |
| 2 | -8.74 |
| 3 | -12.50 |
| 4 | -9.42 |